1.
Formula: C26H28N6O4STc
Source: OMol25
Level of theory: ωB97M-V with the def2-TZVPD basis set

Each line ends with the natural charge from an NBO analysis.
Element x y z (Å)
Tc (-0.097, -0.052, 0.308)  1.476
C (-4.103, 0.528, 2.350)  -0.603
C (-2.769, 0.623, 3.093)  -0.408
C (-2.083, 1.963, 2.960)  -0.017
C (-2.074, 2.839, 4.034)  -0.188
C (-1.493, 4.094, 3.930)  -0.163
C (-0.905, 4.489, 2.743)  -0.190
C (-0.885, 3.647, 1.634)  0.003
C (-0.205, 4.134, 0.373)  -0.429
C (-1.034, 5.164, -0.398)  -0.595
C (-1.491, 2.396, 1.769)  0.053
N (-1.461, 1.496, 0.637)  -0.460
C (-2.140, 1.770, -0.437)  0.215
C (-1.923, 0.934, -1.570)  -0.043
C (-2.379, 0.835, -2.850)  -0.086
C (-1.638, -0.230, -3.480)  -0.237
C (-0.768, -0.739, -2.571)  -0.012
N (-0.935, -0.048, -1.358)  -0.435
H (-4.587, -0.431, 2.543)  0.219
H (-3.988, 0.634, 1.270)  0.180
H (-4.784, 1.310, 2.684)  0.235
H (-2.096, -0.176, 2.772)  0.175
H (-2.948, 0.449, 4.155)  0.233
H (-2.537, 2.533, 4.964)  0.228
H (-1.496, 4.762, 4.781)  0.239
H (-0.439, 5.464, 2.666)  0.230
H (0.064, 3.303, -0.284)  0.190
H (0.741, 4.594, 0.665)  0.233
H (-1.981, 4.751, -0.752)  0.189
H (-0.485, 5.531, -1.264)  0.230
H (-1.275, 6.018, 0.234)  0.227
H (-2.824, 2.613, -0.463)  0.246
H (-3.133, 1.450, -3.318)  0.263
H (-1.755, -0.556, -4.501)  0.268
H (-0.031, -1.522, -2.657)  0.254
O (1.476, 1.015, 0.631)  -0.586
C (2.338, 0.112, 0.155)  0.807
O (1.768, -0.927, -0.276)  -0.606
C (3.754, 0.361, 0.171)  -0.232
C (4.260, 1.580, 0.638)  -0.098
C (5.627, 1.786, 0.646)  -0.205
C (6.484, 0.786, 0.198)  -0.133
C (5.952, -0.409, -0.253)  0.093
C (4.601, -0.652, -0.285)  -0.137
N (6.869, -1.478, -0.719)  0.516
O (6.358, -2.517, -1.079)  -0.357
O (8.050, -1.229, -0.712)  -0.329
H (3.586, 2.349, 0.988)  0.241
H (6.034, 2.722, 1.001)  0.249
H (7.557, 0.919, 0.196)  0.275
H (4.224, -1.598, -0.646)  0.275
C (1.592, -4.488, 3.840)  -0.598
C (0.723, -3.284, 4.225)  -0.464
C (-0.098, -2.811, 3.073)  0.148
N (0.181, -1.803, 2.330)  -0.274
N (-0.730, -1.657, 1.308)  -0.399
C (-1.717, -2.550, 1.278)  0.285
N (-2.691, -2.562, 0.380)  -0.736
S (-1.546, -3.671, 2.562)  0.487
H (2.182, -4.798, 4.700)  0.249
H (2.274, -4.231, 3.030)  0.221
H (0.986, -5.338, 3.528)  0.217
H (1.339, -2.442, 4.541)  0.256
H (0.062, -3.543, 5.053)  0.247
H (-2.717, -1.875, -0.357)  0.426
H (-3.414, -3.262, 0.400)  0.443

As for the charge: +2. The HOMO-LUMO gap (alpha / beta) comes out at 5.8 / 6.0 eV. As for the expectation value of S²: 0.7614. Its LUMO energy (alpha / beta) is -8.3 / -8.2 eV. The spin multiplicity is 2. As for the HOMO energy (alpha / beta): -14.168 / -14.169 eV.


2.
Formula: C26H28O15
Source: OMol25
Level of theory: ωB97M-V with the def2-TZVPD basis set

Each line ends with the natural charge from an NBO analysis.
Element x y z (Å)
C (-2.479, 0.424, 1.527)  -0.670
C (-1.602, -0.684, 0.765)  -0.051
C (-1.303, -1.902, 1.448)  -0.074
C (-1.901, -2.128, 2.932)  -0.099
O (-1.590, -3.493, 3.314)  -0.537
C (-1.148, -3.500, 4.680)  0.283
C (-2.238, -3.900, 5.740)  -0.262
C (-1.725, -3.945, 7.222)  -0.212
C (-0.249, -3.591, 7.581)  -0.241
C (0.794, -3.177, 6.512)  -0.209
C (0.311, -3.134, 5.036)  -0.277
C (-0.386, -2.966, 0.682)  0.533
O (0.487, -3.671, 1.249)  -0.521
C (-0.574, -3.089, -0.915)  -0.266
C (-0.882, -1.857, -1.575)  -0.262
C (-1.040, -0.500, -0.727)  0.527
O (-0.767, 0.606, -1.255)  -0.531
H (-2.375, 1.406, 0.933)  0.245
H (-3.565, 0.122, 1.694)  0.242
H (-1.961, 0.628, 2.538)  0.226
H (-1.537, -1.345, 3.681)  0.222
H (-3.051, -2.079, 2.819)  0.206
H (-3.304, -4.130, 5.426)  0.241
H (-2.507, -4.268, 7.994)  0.230
H (0.089, -3.649, 8.663)  0.228
H (1.882, -2.895, 6.736)  0.238
H (1.045, -2.829, 4.209)  0.245
H (-0.450, -4.081, -1.468)  0.259
H (-1.015, -1.860, -2.718)  0.276
C (-2.784, 0.033, -6.312)  -0.108
C (-3.973, 0.022, -5.402)  -0.103
O (-3.909, -1.270, -4.810)  -0.483
C (-2.614, -1.679, -4.883)  0.974
O (-2.178, -2.649, -4.326)  -0.603
O (-1.876, -0.848, -5.664)  -0.478
H (-2.350, 1.029, -6.419)  0.231
H (-3.013, -0.363, -7.306)  0.180
H (-3.904, 0.777, -4.614)  0.199
H (-4.912, 0.157, -5.941)  0.203
C (0.714, 4.441, -3.239)  -0.100
C (-0.368, 4.603, -2.216)  -0.103
O (-1.554, 4.377, -2.965)  -0.483
C (-1.207, 3.626, -4.045)  0.976
O (-1.992, 3.115, -4.793)  -0.602
O (0.143, 3.527, -4.165)  -0.479
H (1.634, 4.040, -2.813)  0.208
H (0.942, 5.376, -3.759)  0.190
H (-0.305, 3.856, -1.418)  0.186
H (-0.374, 5.599, -1.769)  0.209
C (2.172, 4.862, 0.841)  -0.105
C (3.041, 5.461, 1.906)  -0.102
O (3.980, 6.225, 1.162)  -0.478
C (3.401, 6.517, -0.035)  0.962
O (3.851, 7.285, -0.833)  -0.561
O (2.241, 5.822, -0.206)  -0.500
H (1.142, 4.723, 1.173)  0.203
H (2.559, 3.908, 0.472)  0.187
H (2.488, 6.130, 2.571)  0.186
H (3.546, 4.703, 2.507)  0.208
C (3.180, -3.498, -0.672)  -0.107
C (3.274, -2.024, -0.920)  -0.101
O (4.601, -1.715, -0.518)  -0.490
C (5.326, -2.865, -0.613)  0.962
O (6.518, -2.923, -0.508)  -0.572
O (4.521, -3.939, -0.841)  -0.484
H (2.516, -3.998, -1.379)  0.203
H (2.857, -3.732, 0.345)  0.204
H (3.156, -1.768, -1.978)  0.185
H (2.548, -1.456, -0.336)  0.200

As for the charge: 0. The HOMO-LUMO gap comes out at 7.6 eV. Its SMILES is CC1=C(COc2ccccc2)C(=O)C=CC1=O.O=C1OCCO1.O=C1OCCO1.O=C1OCCO1.O=C1OCCO1. The calculation puts the energy relative to the best compared isomer or geometry (same formula, charge and spin) at 584.5 kJ/mol. Its LUMO energy is -1.4 eV. The spin multiplicity is 1. As for the HOMO energy: -8.946 eV.


3.
Formula: C26H28O7
Source: OMol25
Level of theory: ωB97M-V with the def2-TZVPD basis set

Each line ends with the natural charge from an NBO analysis.
Element x y z (Å)
C (3.816, -1.342, 2.460)  -0.622
C (2.454, -1.856, 2.846)  -0.069
O (1.698, -0.628, 3.103)  -0.524
C (0.831, -0.451, 4.117)  0.823
C (-0.006, 0.758, 3.813)  -0.518
C (0.687, 1.912, 3.254)  0.532
C (-0.070, 3.070, 2.689)  -0.719
O (1.935, 2.000, 3.335)  -0.703
C (-1.455, 0.519, 3.620)  0.783
O (-2.309, 1.406, 3.618)  -0.687
O (-1.807, -0.773, 3.404)  -0.532
C (-3.093, -0.887, 2.719)  -0.068
C (-3.363, -2.347, 2.451)  -0.630
O (0.737, -1.104, 5.151)  -0.640
H (4.536, -2.153, 2.330)  0.201
H (3.721, -0.753, 1.538)  0.216
H (4.191, -0.659, 3.230)  0.219
H (1.950, -2.326, 1.993)  0.181
H (2.488, -2.519, 3.720)  0.195
H (-1.154, 2.971, 2.789)  0.252
H (0.307, 3.969, 3.188)  0.206
H (0.206, 3.203, 1.634)  0.225
H (-3.889, -0.434, 3.329)  0.189
H (-3.017, -0.350, 1.757)  0.180
H (-4.442, -2.502, 2.338)  0.207
H (-2.881, -2.619, 1.502)  0.205
H (-2.987, -3.002, 3.244)  0.223
C (-3.703, 6.894, 6.064)  -0.066
C (-3.756, 5.720, 7.041)  -0.455
C (-2.425, 5.038, 6.836)  -0.134
C (-1.653, 5.901, 6.013)  0.486
O (-2.318, 6.999, 5.574)  -0.467
C (-0.314, 5.639, 5.694)  -0.312
C (0.236, 4.475, 6.168)  -0.068
C (-0.560, 3.456, 6.804)  -0.182
C (-0.038, 2.177, 7.114)  0.167
C (1.356, 1.889, 7.318)  -0.185
C (1.879, 1.320, 8.529)  -0.126
C (3.219, 0.973, 8.602)  -0.124
C (4.029, 1.067, 7.437)  0.444
O (5.277, 0.557, 7.572)  -0.480
C (5.391, 0.058, 8.966)  -0.065
C (4.084, 0.392, 9.688)  -0.455
C (3.558, 1.650, 6.255)  -0.289
C (2.283, 2.139, 6.268)  -0.112
C (-1.910, 3.799, 7.170)  -0.076
H (-4.354, 6.720, 5.197)  0.198
H (-3.943, 7.852, 6.534)  0.201
H (-3.853, 6.120, 8.059)  0.226
H (-4.621, 5.082, 6.842)  0.240
H (0.249, 6.349, 5.100)  0.244
H (1.302, 4.340, 6.030)  0.238
H (-0.762, 1.409, 7.418)  0.231
H (1.239, 1.192, 9.409)  0.216
H (5.552, -1.025, 8.905)  0.194
H (6.269, 0.551, 9.403)  0.195
H (4.299, 1.125, 10.472)  0.223
H (3.672, -0.500, 10.166)  0.230
H (4.180, 1.698, 5.369)  0.250
H (1.953, 2.674, 5.388)  0.262
H (-2.513, 3.089, 7.746)  0.226

As for the charge: 0. The HOMO-LUMO gap comes out at 4.3 eV. The calculation puts the energy relative to the best compared isomer or geometry (same formula, charge and spin) at 0.0 kJ/mol. Its LUMO energy is -2.2 eV. The spin multiplicity is 1. As for the HOMO energy: -6.499 eV.